Formula: C38H54Cl24INO6P2
Source: OMol25
Level of theory: ωB97M-V/def2-TZVPD

Atoms and positions in Å:
C  5.755  1.939  2.644
H  -2.201  -3.051  -1.014
Cl  5.268  -3.124  3.260
H  -2.606  -4.247  -3.110
C  9.652  -0.581  3.595
Cl  -1.411  10.844  -0.416
C  -0.479  -0.682  -2.565
Cl  -4.247  -7.042  1.695
Cl  1.686  -3.468  3.378
C  -1.334  0.876  0.409
C  4.448  2.235  -2.697
H  3.031  -4.516  1.745
H  2.376  -3.527  -4.935
Cl  -0.363  8.287  0.513
H  1.904  8.908  -2.499
H  -1.345  -5.481  -1.375
C  4.473  4.576  -1.257
H  2.288  1.863  3.055
N  0.295  4.971  4.296
C  -0.532  -1.732  0.873
H  -0.723  4.756  0.541
H  10.304  -0.935  2.792
H  5.487  -3.554  5.571
O  2.443  6.274  -3.284
Cl  -8.007  -9.365  3.671
C  -2.214  -3.733  -0.037
H  3.138  -5.330  3.333
C  -4.944  -4.022  -3.299
H  -1.303  -3.632  2.085
C  1.720  -2.958  -5.598
C  1.944  0.732  -2.607
H  -2.205  1.407  -0.207
H  -2.902  -8.090  0.062
Cl  -3.677  3.361  -1.366
C  -3.764  4.093  3.194
H  0.351  -1.648  0.087
C  -0.367  5.257  2.978
C  -0.055  10.022  0.366
C  4.892  3.835  -2.512
H  -2.795  -8.904  1.650
C  -7.230  -10.756  2.906
C  -1.775  0.099  -3.278
C  0.833  3.129  1.571
H  -4.787  4.555  -3.075
C  1.193  3.767  4.293
H  -2.431  -0.970  -0.356
Cl  1.923  -1.233  -5.267
H  -2.488  -0.765  1.533
C  2.559  2.640  -0.585
H  5.515  4.372  -3.346
C  2.463  -4.859  2.613
P  3.592  7.431  -2.579
H  6.591  -4.559  4.589
Cl  -5.037  3.369  2.203
C  -3.567  -4.895  -2.933
Cl  -3.715  -2.287  3.413
C  5.579  -4.154  4.663
C  0.054  1.128  -0.424
H  -1.089  6.208  2.945
Cl  6.610  1.794  4.185
H  -3.880  3.152  -3.710
H  0.187  6.061  -4.874
H  -0.030  -1.487  1.928
H  5.500  2.988  2.476
H  -3.938  -6.646  -1.445
H  -4.772  -3.270  -4.197
H  -3.232  -3.494  0.512
P  4.978  6.420  -1.166
H  -3.536  -5.765  -3.738
C  -1.768  -0.696  0.582
H  1.728  3.504  5.328
H  2.183  0.130  -3.606
C  1.556  2.779  3.037
H  2.818  5.893  -4.133
C  -0.107  5.602  -5.821
Cl  -2.620  4.999  2.197
Cl  1.265  -6.047  2.085
H  -6.662  -10.414  2.038
H  -5.215  -3.395  -2.338
H  -2.055  -6.094  0.272
C  1.123  2.261  0.184
Cl  -6.016  2.546  -2.904
H  -1.332  1.348  1.502
H  0.088  10.443  1.364
H  6.406  1.585  1.841
H  -0.806  -1.588  -1.900
Cl  -4.668  -9.621  0.402
C  -5.149  -1.344  3.835
H  -3.228  3.299  3.719
O  5.185  1.320  -3.334
C  3.623  3.773  -0.063
C  -2.190  -5.286  -0.564
H  0.846  10.174  -0.232
Cl  1.322  4.899  -6.588
H  -6.555  -11.227  3.626
O  -1.452  1.145  -4.077
Cl  -8.428  -11.944  2.378
Cl  10.507  -0.726  5.135
H  -4.532  -4.948  -0.866
O  4.420  8.094  -3.794
Cl  -5.711  -0.390  2.457
O  3.879  4.106  1.204
C  -3.629  -5.518  -1.382
C  -0.190  4.452  1.562
O  2.619  8.663  -1.814
C  -3.469  -8.433  0.930
H  -5.828  -4.759  -3.553
H  9.397  0.468  3.427
C  -0.994  -3.323  0.978
Cl  8.168  -1.541  3.598
H  -0.838  4.811  -5.637
C  0.497  0.411  -1.831
C  2.981  1.844  -1.994
C  -4.531  3.506  -2.907
H  -0.078  -4.038  0.711
Cl  4.426  -5.492  4.737
Cl  4.271  0.979  2.647
H  -4.220  4.772  3.919
Cl  0.048  -3.465  -5.326
H  0.119  -1.155  -3.485
Cl  -0.842  6.835  -6.854
H  1.986  -3.154  -6.639
H  -4.901  -0.668  4.658
I  -3.874  -0.478  -3.022
H  6.318  6.546  -1.709
H  -5.945  -2.025  4.144

Values from the calculation:
- HOMO level: -0.300 Eh
- DFT total energy: -14010.60505 hartree

These are the Mulliken partial charges, in e, on atoms 1 to 2:
1. C -0.08
2. H -0.26



Formula: C3H5N2P
Source: OMol25
Level of theory: ωB97M-V/def2-TZVPD

Atoms and positions in Å:
N  0.772  1.129  0.610
C  1.330  1.510  -0.495
C  -0.990  -0.820  1.008
H  -0.626  -1.681  1.678
H  -0.381  -1.347  -1.532
C  0.095  -0.510  -1.091
H  1.892  2.481  -0.512
H  -1.916  -1.066  0.429
N  -0.009  -0.245  0.149
H  -1.279  -0.035  1.709
P  1.110  0.585  -1.953

Values from the calculation:
- HOMO level: -0.303 Eh
- SMILES: Cn1cpcn1
- DFT total energy: -568.10092 hartree

These are the Mulliken partial charges, in e, on atoms 1 to 2:
1. N -0.47
2. C -0.12



Formula: C6H14NO2PS
Source: OMol25
Level of theory: ωB97M-V/def2-TZVPD

Atoms and positions in Å:
H  -0.696  -2.306  1.223
H  -1.548  -1.046  1.794
P  2.490  -0.245  -0.384
C  -0.904  -1.231  1.041
C  0.268  -0.319  1.163
C  -0.757  1.259  -0.573
N  1.257  -0.911  0.291
C  -1.717  -1.109  -0.334
O  2.362  1.126  -1.263
O  3.360  -1.148  -1.442
H  -1.017  -1.412  -1.184
H  -2.322  0.500  -1.684
H  3.288  -2.115  -1.265
H  -0.839  1.232  1.691
H  -1.182  2.163  -0.837
H  2.567  0.926  -2.152
H  0.608  1.736  0.877
H  4.960  -0.172  0.076
H  0.776  -0.476  2.092
C  -2.012  0.360  -0.708
S  4.118  0.226  1.063
H  -0.211  0.931  -1.459
C  -0.166  1.089  0.866
H  -2.904  0.570  -0.007
H  -2.701  -1.567  -0.387

Values from the calculation:
- HOMO level: -0.319 Eh
- SMILES: OP(O)(S)=NC1CCCCC1
- DFT total energy: -1181.79269 hartree

These are the Mulliken partial charges, in e, on atoms 1 to 2:
1. H 0.39
2. H 0.57



Formula: C4H11N2
Source: OMol25
Level of theory: ωB97M-V/def2-TZVPD

Atoms and positions in Å:
H  -2.106  -0.760  1.533
H  1.076  -0.325  -0.270
H  2.428  -0.910  0.734
C  -1.617  1.145  -0.025
H  3.506  1.141  0.676
H  -1.501  1.713  -0.944
H  -1.059  1.645  0.763
H  -0.351  -0.092  -2.138
C  -1.150  -0.270  -0.188
N  -1.354  -1.054  0.927
N  2.013  -0.155  0.196
C  -0.493  -0.717  -1.273
H  -1.366  -2.050  0.768
H  -0.229  -1.759  -1.376
H  2.096  1.780  -0.393
C  2.569  0.978  0.160
H  -2.678  1.148  0.204

Values from the calculation:
- Net charge: +1
- HOMO level: -0.462 Eh
- DFT total energy: -268.23909 hartree

These are the Mulliken partial charges, in e, on atoms 1 to 2:
1. H 0.25
2. H 0.24



Formula: C3H2BiO3
Source: OMol25
Level of theory: ωB97M-V/def2-TZVPD

Atoms and positions in Å:
Bi  2.481  0.311  0.217
C  -1.121  -0.045  0.347
O  -0.574  -1.359  0.311
C  -0.444  1.058  -0.007
H  -1.041  1.856  -0.468
H  -2.193  -0.080  0.513
C  0.439  -1.657  -0.405
O  0.846  1.258  0.023
O  1.607  -1.341  -0.530

Values from the calculation:
- Net charge: +2
- HOMO level (spin up / spin down): -0.688 / -0.700 Eh
- Spin multiplicity: 2
- <S²>: 0.7674
- DFT total energy: -554.92093 hartree

These are the Mulliken partial charges, in e, on atoms 1 to 2:
1. Bi 1.64
2. C -0.14



Formula: C5H11O
Source: OMol25
Level of theory: ωB97M-V/def2-TZVPD

Atoms and positions in Å:
H  -1.117  0.821  -0.472
H  -1.002  0.339  1.191
C  -0.480  -1.829  -1.061
O  -1.392  2.988  0.620
H  0.621  2.671  0.150
H  1.229  0.421  -0.843
H  -1.454  -1.917  -0.595
C  -0.434  0.806  0.377
H  0.416  -1.866  0.933
C  -0.260  2.303  0.757
H  1.571  -1.933  -0.374
C  0.621  -1.486  -0.073
H  1.581  0.181  0.880
H  0.127  2.316  1.816
H  -0.531  -1.059  -1.835
H  -0.335  -2.782  -1.572
C  0.839  0.026  0.101

Values from the calculation:
- Net charge: -1
- HOMO level: -0.075 Eh
- SMILES: CCCCC[O-]
- DFT total energy: -272.32149 hartree

These are the Mulliken partial charges, in e, on atoms 1 to 2:
1. H 0.17
2. H 0.26